Record 1
The following is a DFT calculation (ωB97M-V/def2-TZVPD) of a single C26H30N4O2 molecule.

Values from the calculation:
lowest unoccupied orbital energy	0.029	Ha
total charge	0
E	-37505.102	eV
SMILES	C[C@H](Cc1ccccn1)NC(=O)c1ccc(OC2CCN(Cc3ccccn3)CC2)cc1

Atoms and positions in Å:
C -5.628 -1.477 1.766
C -5.260 -0.452 0.703
C -6.003 -0.728 -0.621
C -7.466 -0.432 -0.486
C -7.926 0.883 -0.452
C -9.282 1.110 -0.303
C -10.134 0.020 -0.192
C -9.578 -1.247 -0.235
N -8.283 -1.471 -0.376
N -3.831 -0.448 0.484
C -3.127 0.696 0.301
O -3.642 1.797 0.391
C -1.679 0.516 0.010
C -0.813 1.546 0.362
C 0.542 1.469 0.110
C 1.067 0.348 -0.530
O 2.364 0.153 -0.863
C 3.346 1.136 -0.558
C 4.540 0.865 -1.472
C 5.680 1.840 -1.142
N 6.084 1.842 0.245
C 7.081 0.861 0.628
C 6.771 -0.593 0.345
C 7.289 -1.234 -0.778
C 6.961 -2.560 -1.005
C 6.130 -3.206 -0.103
C 5.674 -2.487 0.990
N 5.986 -1.222 1.211
C 4.958 2.031 1.132
C 3.797 1.056 0.901
C 0.196 -0.682 -0.903
C -1.152 -0.602 -0.636
H -6.704 -1.480 1.919
H -5.327 -2.474 1.451
H -5.137 -1.243 2.708
H -5.513 0.558 1.044
H -5.571 -0.089 -1.394
H -5.875 -1.774 -0.903
H -7.229 1.701 -0.544
H -9.671 2.118 -0.275
H -11.199 0.153 -0.077
H -10.195 -2.133 -0.153
H -3.372 -1.340 0.400
H -1.227 2.418 0.845
H 1.175 2.289 0.410
H 2.951 2.139 -0.778
H 4.859 -0.167 -1.325
H 4.240 0.982 -2.514
H 6.551 1.618 -1.762
H 5.345 2.858 -1.382
H 8.006 1.127 0.103
H 7.247 0.974 1.701
H 7.936 -0.702 -1.459
H 7.347 -3.081 -1.870
H 5.848 -4.238 -0.242
H 5.027 -2.941 1.730
H 5.308 1.950 2.162
H 4.598 3.056 0.973
H 2.973 1.297 1.574
H 4.127 0.039 1.117
H 0.612 -1.536 -1.414
H -1.795 -1.404 -0.969

Löwdin analysis output, partial charges in e: -0.04, -0.36, -0.09, -0.30, -0.02, -0.07, -0.07, -0.15, 0.11, 0.09, -0.45, 0.06, -0.14, -0.01, 0.00, -0.25, -0.01, -0.33, -0.10, -0.17, -0.17, -0.13, -0.28, -0.04, -0.06, -0.06, -0.13, 0.10, -0.17, -0.11, 0.00, -0.03, 0.07, 0.08, 0.08, 0.14, 0.12, 0.12, 0.12, 0.11, 0.10, 0.10, 0.13, 0.12, 0.11, 0.15, 0.11, 0.12, 0.12, 0.12, 0.12, 0.12, 0.11, 0.11, 0.10, 0.11, 0.12, 0.12, 0.11, 0.10, 0.12, 0.11

Record 2
The following is a DFT calculation (ωB97M-V/def2-TZVPD) of a single C26H30N4O5S molecule in a non-equilibrium geometry.

Values from the calculation:
lowest unoccupied orbital energy	0.021	Ha
total charge	0
E	-54482.321	eV
SMILES	COc1ccccc1C(=O)N/C(=C\c1cn(S(=O)(=O)N(C)C)c2ccccc12)C(=O)N1CCCCC1

Atoms and positions in Å:
C 1.426 4.020 -1.827
O 1.718 2.907 -1.015
C 2.440 3.105 0.123
C 2.685 4.360 0.672
C 3.451 4.491 1.817
C 4.004 3.378 2.425
C 3.772 2.129 1.882
C 2.982 1.970 0.749
C 2.816 0.583 0.235
O 3.704 -0.242 0.322
N 1.578 0.282 -0.253
C 1.257 -0.977 -0.741
C 0.008 -1.453 -0.828
C -1.204 -0.745 -0.439
C -2.185 -1.225 0.378
N -3.191 -0.294 0.550
S -4.690 -0.692 1.227
O -5.331 0.520 1.607
O -4.435 -1.702 2.194
N -5.548 -1.370 -0.016
C -5.952 -0.455 -1.054
C -5.048 -2.646 -0.468
C -2.873 0.811 -0.214
C -3.571 1.995 -0.400
C -3.032 2.918 -1.273
C -1.835 2.671 -1.947
C -1.121 1.509 -1.742
C -1.633 0.568 -0.850
C 2.412 -1.756 -1.330
O 2.877 -1.381 -2.391
N 2.764 -2.903 -0.721
C 2.369 -3.293 0.612
C 3.551 -3.173 1.576
C 4.727 -4.002 1.069
C 5.091 -3.539 -0.338
C 3.874 -3.668 -1.252
H 2.323 4.612 -2.031
H 1.049 3.610 -2.762
H 0.659 4.656 -1.373
H 2.275 5.245 0.212
H 3.621 5.475 2.227
H 4.613 3.483 3.309
H 4.203 1.244 2.325
H 0.848 0.980 -0.223
H -0.124 -2.466 -1.183
H -2.253 -2.154 0.909
H -6.272 0.464 -0.570
H -6.791 -0.885 -1.602
H -5.138 -0.236 -1.756
H -4.758 -3.211 0.414
H -5.844 -3.176 -0.990
H -4.186 -2.538 -1.138
H -4.495 2.174 0.125
H -3.552 3.848 -1.448
H -1.469 3.408 -2.647
H -0.199 1.316 -2.269
H 1.543 -2.664 0.946
H 2.026 -4.335 0.574
H 3.244 -3.499 2.571
H 3.849 -2.125 1.623
H 4.453 -5.061 1.051
H 5.582 -3.887 1.737
H 5.389 -2.491 -0.307
H 5.916 -4.129 -0.740
H 3.566 -4.718 -1.328
H 4.092 -3.281 -2.248

Löwdin analysis output, partial charges in e: -0.08, -0.10, -0.21, -0.02, -0.07, -0.08, -0.01, -0.05, -0.38, 0.09, 0.19, -0.15, 0.02, -0.15, -0.03, -0.10, 0.65, -0.25, -0.25, -0.33, -0.09, -0.10, -0.19, -0.02, -0.07, -0.09, -0.02, -0.11, -0.44, 0.08, -0.04, -0.14, -0.17, -0.20, -0.17, -0.14, 0.10, 0.09, 0.10, 0.10, 0.11, 0.10, 0.12, 0.13, 0.13, 0.13, 0.08, 0.10, 0.10, 0.08, 0.10, 0.09, 0.10, 0.10, 0.10, 0.12, 0.12, 0.13, 0.11, 0.09, 0.11, 0.11, 0.12, 0.11, 0.13, 0.12

Record 3
The following is a DFT calculation (ωB97M-V/def2-TZVPD) of a single C26H30N6O4 molecule in a non-equilibrium geometry.

Values from the calculation:
lowest unoccupied orbital energy	0.012	Ha
total charge	0
E	-44579.841	eV
SMILES	CCOC(=O)Cn1nnnc1CN(Cc1ccc(OC)cc1)Cc1cc2cc(C)cc(C)c2[nH]c1=O

Atoms and positions in Å:
C -4.609 -3.320 0.193
C -3.650 -2.697 -0.803
O -2.469 -2.263 -0.115
C -1.823 -1.216 -0.602
O -2.155 -0.575 -1.563
C -0.565 -0.925 0.218
N 0.492 -0.515 -0.651
N 1.395 -1.359 -1.160
N 2.141 -0.692 -1.935
N 1.778 0.584 -1.979
C 0.747 0.709 -1.175
C -0.042 1.926 -0.870
N -0.194 2.114 0.572
C -1.382 2.914 0.873
C -2.631 2.105 0.661
C -2.985 1.125 1.585
C -4.106 0.348 1.398
C -4.912 0.532 0.274
O -5.996 -0.291 0.180
C -6.852 -0.150 -0.928
C -4.571 1.511 -0.649
C -3.439 2.284 -0.450
C 1.000 2.726 1.163
C 2.229 1.935 0.832
C 2.500 0.737 1.393
C 3.599 -0.066 0.966
C 3.851 -1.339 1.492
C 4.872 -2.115 0.996
C 5.149 -3.487 1.532
C 5.652 -1.611 -0.051
C 5.443 -0.364 -0.597
C 6.277 0.138 -1.737
C 4.405 0.428 -0.075
N 4.154 1.682 -0.558
C 3.107 2.492 -0.196
O 2.968 3.590 -0.708
H -4.101 -4.093 0.763
H -4.990 -2.565 0.873
H -5.444 -3.764 -0.342
H -3.341 -3.425 -1.561
H -4.097 -1.835 -1.308
H -0.779 -0.098 0.906
H -0.259 -1.822 0.757
H 0.443 2.784 -1.357
H -1.037 1.782 -1.304
H -1.410 3.833 0.267
H -1.320 3.204 1.926
H -2.375 0.979 2.465
H -4.384 -0.407 2.117
H -6.325 -0.332 -1.870
H -7.313 0.842 -0.956
H -7.628 -0.903 -0.798
H -5.170 1.682 -1.529
H -3.193 3.045 -1.176
H 0.850 2.751 2.247
H 1.144 3.754 0.794
H 1.845 0.338 2.158
H 3.220 -1.706 2.288
H 6.200 -3.588 1.800
H 4.542 -3.692 2.410
H 4.924 -4.236 0.774
H 6.443 -2.231 -0.449
H 6.794 1.060 -1.469
H 5.647 0.329 -2.605
H 7.023 -0.603 -2.013
H 4.711 2.021 -1.331

Löwdin analysis output, partial charges in e: -0.05, -0.20, 0.01, -0.47, 0.13, -0.01, -0.05, 0.07, -0.02, 0.09, -0.28, -0.08, -0.14, -0.15, -0.23, -0.04, 0.00, -0.28, -0.10, -0.08, -0.01, -0.04, -0.13, -0.13, 0.04, -0.16, 0.00, -0.27, -0.05, 0.01, -0.20, -0.04, -0.16, 0.19, -0.45, 0.05, 0.08, 0.06, 0.08, 0.13, 0.11, 0.11, 0.14, 0.14, 0.12, 0.13, 0.13, 0.12, 0.12, 0.10, 0.10, 0.10, 0.11, 0.12, 0.13, 0.13, 0.13, 0.12, 0.08, 0.07, 0.08, 0.12, 0.09, 0.09, 0.08, 0.15